Record 1
The following is a DFT calculation (ωB97M-V with the def2-TZVPD basis set) of an isolated molecule of C4H7N3.

The SMILES is C1=CNC=NNC1. The calculation puts the relative energy (zero: lowest compared OMol25 entry of this formula, charge and spin) at 138.8 kcal/mol. Its maximum force is 0.1238 Eh/bohr. The HOMO energy is -0.314 hartree. As for the total charge: 0.

Last column: Mulliken charge in e.
CARTESIAN COORDINATES (ANGSTROEM)
N  1.414  0.409  -0.887  -0.346
N  -1.036  -0.192  -1.557  -0.438
N  -1.134  -1.166  -0.412  -0.324
C  -0.961  -0.553  1.049  -0.247
C  0.157  0.346  -1.646  0.120
C  0.422  0.008  1.312  -0.312
C  1.344  0.615  0.510  -0.158
H  -1.979  -1.836  -0.426  0.259
H  0.055  1.075  -2.602  0.194
H  1.781  1.499  -1.319  0.350
H  2.196  1.532  0.881  0.170
H  -1.264  -1.757  1.433  0.234
H  0.843  -0.201  2.326  0.295
H  -1.838  0.222  1.338  0.202



Record 2
The following is a DFT calculation (ωB97M-V with the def2-TZVPD basis set) of a structure of composition C2H14N2O3.

The calculation puts the relative energy (zero: lowest compared OMol25 entry of this formula, charge and spin) at 171.9 kcal/mol. Its maximum force is 0.1974 Eh/bohr. The HOMO energy is -0.342 hartree. As for the total charge: 0.

Last column: Mulliken charge in e.
CARTESIAN COORDINATES (ANGSTROEM)
O  0.819  -1.357  0.433  -0.634
O  -0.629  -0.181  2.259  -0.891
O  1.681  0.000  -1.280  -0.850
N  -2.162  -0.491  0.337  -0.457
N  -0.796  0.435  -1.302  -0.233
C  -1.216  -0.731  -0.637  -0.479
C  -0.579  1.575  -0.433  -0.683
H  1.225  -0.684  -0.175  0.479
H  2.347  0.271  -1.929  0.162
H  -0.555  2.484  -1.046  0.288
H  -1.590  -1.400  -1.431  0.387
H  -1.515  -0.376  1.155  0.331
H  -2.776  -1.275  0.514  0.285
H  3.778  0.272  -0.068  0.019
H  0.326  1.369  0.140  0.266
H  3.325  0.385  0.503  -0.049
H  -1.412  1.673  0.264  0.398
H  0.197  0.195  -1.708  0.437
H  0.428  -0.979  1.314  0.461
H  -0.660  0.051  3.197  0.147
H  -0.233  -1.236  -0.107  0.615